Entry 1:
C4H5NO2 as an isolated structure. Source: OMol25; level of theory: wB97M-V/def2-TZVPD.

```
12
Properties=species:S:1:pos:R:3:forces:R:3:lowdin_charge:R:1
O 0.984996 -0.083949 -2.142267 -0.007 -0.219 0.063 -0.05
C -0.098262 0.353643 -1.363013 -0.251 0.176 0.197 -0.23
C -0.076981 -0.186997 0.048670 0.190 -0.272 -0.228 -0.28
N 0.471500 -1.370459 0.267942 -0.103 0.156 0.252 -0.06
O 0.851170 -1.631940 1.420644 0.029 0.012 -0.207 -0.07
C 0.030976 0.487220 1.977188 -0.339 0.084 -0.395 0.22
C -0.916411 0.457862 1.133062 0.229 0.064 0.456 -0.08
H 1.101523 -1.023865 -1.943462 0.086 0.121 -0.111 0.08
H -0.072224 1.448948 -1.357617 -0.032 -0.178 0.107 0.13
H -1.062844 0.054180 -1.811656 0.142 0.077 -0.024 0.13
H 0.732481 0.712816 2.755975 -0.135 -0.031 -0.101 0.09
H -1.945925 0.782542 1.014534 0.192 0.010 -0.009 0.12
```
Positions in Å, forces in eV/Å.

HOMO level (spin up / spin down) = -8.690 / -8.689 eV
LUMO energy (spin up / spin down) = -0.712 / -0.718 eV
net charge = 0

***

Entry 2:
An isolated ion of composition C6H8N3O2 and charge -1. Source: OMol25; level of theory: wB97M-V/def2-TZVPD.

```
19
Properties=species:S:1:pos:R:3:forces:R:3:lowdin_charge:R:1
O 2.156973 0.319014 1.776487 0.473 -0.336 0.189 -0.02
C 1.771903 0.386238 0.611083 -0.912 0.434 0.609 -0.51
N 2.045066 1.368203 -0.270218 1.134 -0.237 0.739 -0.01
N 1.331379 1.302368 -1.358650 -1.237 0.548 -1.315 -0.08
C 0.098839 0.630838 -1.111711 1.064 -1.186 0.089 -0.27
C -1.013593 1.273087 -0.332771 -2.016 -0.260 -1.822 -0.17
C -1.690456 0.101226 0.431273 3.286 0.295 -1.923 -0.17
C -0.532760 -0.713479 1.005665 -0.595 0.393 2.525 -0.13
C 0.660096 -0.585321 0.099392 -1.932 2.747 -0.502 -0.27
N 1.119573 -1.687830 -0.527576 -1.305 -3.208 0.880 -0.08
O 0.607804 -2.881388 -0.624201 -0.289 0.842 0.354 -0.12
H -0.339510 0.269882 -2.069076 0.484 -0.376 0.586 0.13
H -1.777463 1.781180 -1.081560 1.402 -0.847 1.508 0.14
H -0.679416 2.008971 0.350421 0.529 0.819 0.729 0.09
H -2.289164 0.578940 1.104741 -2.266 0.301 1.980 0.07
H -2.074644 -0.568875 -0.279326 -1.704 -0.493 -0.974 0.09
H -0.392658 -0.346298 2.033785 1.039 0.711 -0.351 0.11
H -0.843936 -1.688388 1.369411 0.041 -0.753 -1.210 0.11
H 1.841969 -1.548359 -1.127166 2.803 0.607 -2.093 0.11
```
Positions in Å, forces in eV/Å.

SMILES string = O=C1N=N[C@@H]2CCC[C@]12N[O-]
HOMO level (spin up / spin down) = -2.567 / -3.323 eV
LUMO energy (spin up / spin down) = 3.696 / 3.812 eV
net charge = -1

***

Entry 3:
C34H47BFeN11O2S4 as an isolated structure. Source: OMol25; level of theory: wB97M-V/def2-TZVPD.

```
100
Properties=species:S:1:pos:R:3:forces:R:3:lowdin_charge:R:1
Fe -0.574071 0.222846 -0.894923 -0.400 0.113 -0.279 0.23
N 1.171401 0.693771 -2.122956 0.089 0.022 0.093 -0.01
C 1.028252 1.933083 -2.887611 -0.001 -0.030 0.139 -0.27
C 1.915215 2.009736 -4.130288 0.076 0.017 -0.024 -0.14
C 1.863747 0.827933 -5.103835 -0.005 -0.026 -0.021 -0.16
C 0.497016 0.568335 -5.741057 0.053 -0.041 0.039 -0.15
N -0.114400 1.797690 -6.228487 0.059 -0.258 0.098 0.09
C 0.076132 2.345211 -7.396549 -0.062 0.191 -0.081 -0.44
N 0.740846 1.730980 -8.390006 -0.002 -0.039 0.037 0.20
N -0.398536 3.583658 -7.616339 0.005 -0.043 0.054 0.20
C -0.475242 2.239794 -3.087982 -0.176 0.064 -0.070 -0.59
O -0.817874 2.979577 -4.044837 0.105 -0.026 0.030 -0.02
O -1.253704 1.780360 -2.224853 0.122 -0.055 -0.013 -0.09
H 2.019793 0.652147 -1.564649 0.006 0.016 0.009 0.01
H 1.116816 -0.131680 -2.713750 0.061 0.006 -0.006 0.02
H 1.344566 2.743959 -2.222083 0.019 -0.009 -0.008 0.16
H 2.950270 2.101840 -3.790449 -0.010 0.000 -0.018 0.12
H 1.685825 2.938856 -4.655585 -0.020 -0.011 0.003 0.12
H 2.183638 -0.094165 -4.609240 -0.004 0.007 -0.006 0.11
H 2.602151 1.014455 -5.888960 -0.013 0.006 -0.002 0.11
H -0.197091 0.142386 -5.013677 -0.004 0.038 0.015 0.09
H 0.574612 -0.179751 -6.532627 -0.022 0.018 -0.028 0.12
H -0.485727 2.375071 -5.420455 -0.051 0.156 -0.126 0.09
H 1.025936 0.774285 -8.289867 0.003 0.000 -0.001 0.11
H 0.782472 2.136210 -9.307068 -0.005 -0.003 -0.005 0.12
H -0.901267 4.051640 -6.880526 -0.002 0.005 -0.008 0.13
H -0.370570 4.008023 -8.524346 0.004 0.007 -0.003 0.12
C -4.472305 1.356876 -1.937573 -0.005 0.005 0.001 -0.02
N -4.390392 -0.090467 -1.820681 -0.002 -0.011 -0.036 -0.11
C -4.999356 -1.005951 -2.653551 0.000 0.051 0.011 -0.04
C -4.624376 -2.228095 -2.220815 0.031 -0.032 0.034 -0.06
N -3.790932 -2.065360 -1.136524 -0.033 0.002 0.005 -0.02
B -3.071409 -3.226010 -0.416325 -0.001 -0.014 -0.057 -0.43
N -1.754696 -3.644998 -1.207065 0.102 0.033 0.040 0.02
C -1.172441 -4.855388 -0.896770 -0.046 0.019 0.018 -0.06
C 0.007532 -4.948190 -1.542437 0.013 0.047 -0.085 -0.05
N 0.143486 -3.783506 -2.269119 -0.040 -0.003 0.057 -0.14
C 1.301122 -3.430519 -3.062703 -0.008 -0.008 0.007 -0.04
C -0.936926 -2.989273 -2.042313 -0.006 -0.098 -0.035 -0.70
S -1.147933 -1.438998 -2.777250 0.021 0.034 0.113 0.70
C -3.651046 -0.751673 -0.910736 0.015 0.022 -0.052 -0.71
S -2.701962 0.033950 0.297036 -0.038 -0.005 0.030 0.69
H -5.200055 1.591730 -2.710432 -0.003 -0.003 -0.004 0.09
H -3.496314 1.763527 -2.198067 -0.028 -0.009 -0.004 0.07
H -4.795937 1.783753 -0.990923 -0.024 -0.004 0.008 0.08
H -5.642655 -0.701760 -3.459478 0.002 -0.001 0.015 0.12
H -4.877263 -3.207066 -2.586541 -0.004 0.010 0.015 0.13
H -3.788453 -4.196704 -0.428258 -0.004 0.005 -0.010 0.08
H -2.756358 -2.895408 0.694443 0.002 -0.003 0.029 0.06
H -1.665948 -5.553709 -0.244297 0.008 0.016 0.001 0.12
H 0.745649 -5.729493 -1.573972 -0.007 0.006 0.006 0.12
H 1.762099 -4.341926 -3.437360 0.007 0.001 0.015 0.09
H 2.023414 -2.878350 -2.457703 -0.001 0.007 -0.019 0.08
H 0.982495 -2.813488 -3.898635 0.001 -0.003 -0.014 0.06
S 3.159346 0.725364 0.778437 -0.070 0.016 -0.026 0.72
C 2.592570 -0.317357 1.929842 -0.006 -0.037 -0.015 -0.72
N 3.198646 -0.548935 3.097625 0.054 -0.071 -0.073 -0.11
C 2.584469 -1.437053 4.075776 -0.014 0.009 -0.009 -0.10
C 1.114232 -1.129058 4.134219 0.006 -0.011 -0.061 -0.08
N 0.557181 -1.329514 2.792151 -0.102 0.120 0.031 -0.07
C -0.788777 -1.938730 2.702401 0.047 -0.076 0.032 -0.13
C -1.697042 -1.441334 3.792362 0.014 -0.002 0.010 -0.23
C -2.120433 -0.115410 3.786992 0.031 0.008 0.006 -0.06
C -2.958820 0.357554 4.782608 -0.014 0.012 0.011 -0.07
C -3.390370 -0.494026 5.792655 0.005 -0.003 -0.014 -0.08
C -2.983662 -1.818810 5.797502 0.001 -0.009 -0.002 -0.07
C -2.138317 -2.288628 4.800286 0.001 -0.008 0.002 -0.04
C 1.278012 -1.071901 1.714525 -0.032 0.009 0.021 -0.64
S 0.795601 -1.573193 0.183250 0.363 -0.182 0.092 0.76
C 4.466500 0.076336 3.487923 -0.042 -0.011 -0.012 -0.12
C 4.247797 1.061594 4.608356 0.002 0.023 -0.004 -0.22
C 4.750697 0.830044 5.881278 0.019 0.006 -0.005 -0.05
C 4.514606 1.737223 6.907816 0.003 -0.002 -0.004 -0.07
C 3.770121 2.879691 6.663917 0.001 0.005 0.000 -0.08
C 3.265309 3.118445 5.390418 0.009 -0.009 0.004 -0.08
C 3.502886 2.215384 4.367508 -0.021 0.002 0.005 -0.04
H 3.050733 -1.257698 5.042059 -0.014 0.029 0.013 0.13
H 2.750356 -2.481544 3.794643 0.011 -0.011 0.025 0.15
H 0.939768 -0.104671 4.472098 0.001 0.001 0.012 0.15
H 0.598254 -1.800891 4.815884 -0.004 -0.017 0.000 0.13
H -0.670579 -3.024628 2.753368 -0.009 -0.004 -0.002 0.14
H -1.197227 -1.699109 1.722725 -0.015 0.005 0.013 0.02
H -1.806096 0.530319 2.975055 -0.003 0.033 0.017 0.07
H -3.298034 1.385832 4.767344 0.015 -0.003 -0.013 0.10
H -4.052226 -0.126566 6.565810 0.004 -0.001 -0.002 0.11
H -3.326784 -2.489771 6.574006 0.001 0.002 -0.003 0.11
H -1.828931 -3.328044 4.799993 0.000 0.007 -0.001 0.12
H 4.869670 0.567383 2.607825 0.029 -0.004 -0.029 0.07
H 5.155251 -0.715544 3.790391 -0.032 -0.010 0.042 0.14
H 5.340572 -0.059842 6.072450 -0.008 0.002 0.000 0.11
H 4.914661 1.549639 7.895534 -0.002 0.000 -0.004 0.11
H 3.587885 3.588200 7.461260 -0.001 -0.005 -0.005 0.11
H 2.695711 4.018489 5.196518 0.002 -0.004 0.001 0.10
H 3.122469 2.401199 3.368522 0.005 -0.005 0.010 0.10
C -0.913103 3.794792 2.129233 -0.004 -0.042 -0.001 -0.02
C -0.471753 2.702791 1.274993 0.099 0.046 -0.002 -0.19
N -0.122296 1.850750 0.594335 -0.093 -0.006 0.033 0.16
H -1.495995 4.500676 1.540554 -0.001 0.001 0.003 0.10
H -0.049291 4.301356 2.556096 -0.004 0.004 -0.007 0.09
H -1.532793 3.399451 2.932464 -0.008 0.003 0.003 0.08
```
Positions in Å, forces in eV/Å.

HOMO level (spin up / spin down) = -9.097 / -9.599 eV
LUMO energy (spin up / spin down) = -2.528 / -2.554 eV
spin multiplicity = 5
net charge = +1